# C9H16N2O2

A cluster of 2 separate species, C9H16N2O2 in total in a non-equilibrium geometry (ωB97M-V/def2-TZVPD, the Open Molecules 2025 dataset).

```
! RIJCOSX wB97M-V def2-TZVPD def2/J DEFGRID3
* xyz 0 1
O 2.13 2.22 -1.36
C 2.64 1.27 -0.67
C 3.44 1.41 0.65
C 3.54 0.21 1.29
N 3.37 -1.02 0.72
C 2.79 -1.25 -0.50
O 2.87 -2.35 -1.18
N 2.36 -0.05 -1.06
H 3.52 2.36 0.97
H 3.63 0.04 2.40
H 3.79 -1.94 1.12
H 1.88 -0.07 -2.01
C -2.82 1.18 0.38
C -2.12 -0.10 -0.03
C -3.17 -1.27 -0.03
C -0.93 -0.28 0.87
C -1.54 0.13 -1.37
H -3.60 1.62 -0.02
H -3.30 1.04 1.32
H -2.10 2.02 0.50
H -2.70 -2.23 -0.31
H -3.50 -1.31 0.98
H -3.89 -0.94 -0.74
H -0.16 -1.05 0.42
H -1.28 -0.79 1.89
H -0.23 0.58 0.90
H -1.32 1.36 -1.54
H -0.75 -0.75 -1.62
H -2.54 -0.06 -1.99
*
```

Properties
HOMO-LUMO gap = 10.0 eV
energy above the lowest of the compared OMol25 structures with the same formula, charge and spin = 93.1 kcal per mole
electronic energy = -16665.269 eV
highest occupied orbital energy = -0.36040 Eh